Entry 1:
This record from OMol25 describes a structure of composition C21H39N8Pt. The level of theory is ωB97M-V/def2-TZVPD.

Properties
Net charge: +1
Multiplicity: 1
Lowest unoccupied orbital energy, eV: -1.955
Molar mass, g/mol: 598.68
Gap between HOMO and LUMO, Ha: 0.3119

XYZ file:
```
69
Properties=species:S:1:pos:R:3:mulliken_charge:R:1
Pt 0.5367 -0.5010 -0.0640 0.9903
C 1.9779 2.5881 0.8341 -0.4747
N 1.0808 2.8923 1.9237 0.1311
C 1.1198 4.2400 2.4648 -0.6071
C -0.0946 4.2722 3.3867 -0.6461
N -0.8846 3.1344 2.9300 0.0626
C -1.9535 2.6616 3.7914 -1.0392
C -0.1705 2.3536 2.0614 0.1135
N -0.5466 1.2742 1.4422 0.0172
C -1.9610 0.9610 1.3446 -0.9977
C -2.2992 0.5359 -0.0853 -0.8500
N -1.5831 -0.6818 -0.4262 0.0850
C -2.0906 -1.5800 -1.2391 -0.3543
N -1.6972 -2.8822 -1.2353 0.0669
C -0.6388 -3.4611 -0.4450 -1.0640
C -2.1829 -3.5732 -2.4156 -0.6944
C -3.3835 -2.7183 -2.7904 -0.7113
N -3.0302 -1.4224 -2.2186 0.2778
C -3.9845 -0.3433 -2.3875 -1.0831
H 3.0070 2.6877 1.1802 0.2931
H 1.8244 3.2722 -0.0085 0.3633
H 1.8227 1.5685 0.4869 -0.0558
H 1.0313 4.9766 1.6579 0.2988
H 2.0564 4.4237 2.9907 0.3753
H -0.6583 5.2012 3.3029 0.3360
H 0.1871 4.1379 4.4359 0.3939
H -1.8023 3.0814 4.7864 0.3882
H -1.9297 1.5772 3.8840 0.3627
H -2.9404 2.9674 3.4432 0.2784
H -2.5924 1.8315 1.5408 0.4625
H -2.2552 0.1628 2.0336 0.1111
H -2.0321 1.3590 -0.7595 0.2020
H -3.3823 0.4054 -0.1175 0.4508
H -0.6125 -2.9978 0.5388 0.3443
H 0.3417 -3.3395 -0.9110 0.3213
H -0.8538 -4.5242 -0.3325 0.3529
H -2.4593 -4.5985 -2.1742 0.3927
H -1.4244 -3.5901 -3.2059 0.3156
H -4.3134 -3.0973 -2.3527 0.4018
H -3.5149 -2.6283 -3.8676 0.3987
H -4.5064 -0.5226 -3.3256 0.3412
H -3.4862 0.6195 -2.4702 0.3569
H -4.7298 -0.3089 -1.5899 0.3647
C 2.1232 0.7245 -3.8128 -1.7876
C 1.0146 0.3264 -2.8364 0.6367
C -0.2004 -0.1501 -3.6201 -1.0729
C 1.5436 -0.7227 -1.8389 -1.5734
H 1.7856 1.5041 -4.4972 0.4475
H 2.4284 -0.1355 -4.4140 0.3512
H 3.0047 1.0950 -3.2875 0.4099
H 0.7371 1.2257 -2.2694 0.0759
H 0.0861 -0.9537 -4.3054 0.3599
H -0.6331 0.6538 -4.2185 0.4250
H -0.9736 -0.5286 -2.9701 0.0534
H 2.5912 -0.4976 -1.6242 0.9154
H 1.4899 -1.7204 -2.2909 0.5330
N 1.4667 -0.3081 2.9504 -0.1595
C 2.3778 -1.0524 2.2874 0.8606
C 3.4062 -1.6914 3.0099 -0.8034
C 4.2993 -2.4993 2.3678 -0.3329
C 4.1602 -2.6797 0.9895 -1.0788
C 3.1489 -2.0256 0.3442 -0.0904
N 2.2516 -1.2029 0.9487 -0.0461
H 1.6813 -0.0646 3.9010 0.3367
H 0.8208 0.2876 2.4433 -0.1496
H 3.4598 -1.5288 4.0779 0.3684
H 5.0865 -2.9940 2.9202 0.4283
H 4.8255 -3.3154 0.4250 0.4475
H 3.0269 -2.1613 -0.7175 0.3723
```

Entry 2:
This record from OMol25 describes a structure of composition C21H39NNiP2 in a non-equilibrium geometry. The level of theory is ωB97M-V/def2-TZVPD.

Properties
Multiplicity: 3
Lowest unoccupied orbital energy (alpha / beta), eV: -0.136 / -0.452
Molar mass, g/mol: 426.19
Gap between HOMO and LUMO (alpha / beta), Ha: 0.1849 / 0.1902

XYZ file:
```
64
Properties=species:S:1:pos:R:3:mulliken_charge:R:1
P -2.6174 0.6503 -1.3086 0.8484
P 0.8587 -1.1245 -1.8864 1.2489
C -1.4562 0.3918 -2.7346 -0.5546
C -0.7354 -0.9662 -2.8176 -1.1733
H -0.7283 1.2378 -2.6748 -0.0931
H -2.0296 0.5314 -3.6737 0.7220
H -1.4142 -1.8060 -2.5636 0.3282
H -0.4171 -1.1117 -3.8656 0.6631
C 2.0486 -1.1315 -3.2925 -1.7206
H 3.0299 -1.3807 -2.8593 0.4327
H 2.1284 -0.1507 -3.7941 0.3822
H 1.7721 -1.9008 -4.0300 0.5086
C 1.1264 -2.7899 -1.2096 -1.2558
H 1.4535 -3.4401 -2.0407 0.4501
H 0.2059 -3.2109 -0.7688 0.3653
H 1.9267 -2.7597 -0.4511 0.3289
C -3.5460 2.0491 -2.0173 -1.5845
H -4.2467 2.4806 -1.2806 0.4044
H -4.0775 1.6962 -2.9146 0.4549
H -2.8474 2.8457 -2.3394 0.5457
C -3.5261 -0.8248 -0.9397 -1.1027
H -2.8852 -1.7199 -0.9401 0.4087
H -4.3054 -0.9274 -1.7186 0.3745
H -3.9985 -0.7230 0.0488 0.4092
Ni -0.4096 -2.1625 2.3897 -0.1200
C 1.5125 0.7672 -1.5031 0.5414
C 1.1228 1.8613 -2.3451 -1.4841
C 0.9603 3.2385 -1.8043 -0.7879
C 0.1348 3.4197 -0.5051 -0.5957
C -1.2065 2.8781 -0.5969 -1.6632
C -1.5868 1.5707 -0.0864 0.6102
C -0.5681 0.4175 0.1849 0.7756
C 0.9251 0.6604 -0.0230 -1.7865
C -1.7968 -1.2689 3.2412 -0.9377
H 2.6185 0.7481 -1.3837 0.7238
H 1.1926 1.7429 -3.4716 0.0433
H 0.3990 3.7783 -2.6050 0.2657
H 1.9625 3.7377 -1.6706 0.3477
H 0.6597 3.0237 0.3629 0.1946
H 0.0424 4.5007 -0.3240 0.5069
H -2.0283 3.5766 -0.8432 0.7174
H -2.2131 1.6552 0.8326 0.8842
H -0.8741 -0.5096 -0.3590 -0.4605
H -0.7239 0.0417 1.2245 -0.7687
H 1.2446 1.4981 0.5949 1.0754
H 1.4248 -0.2089 0.4519 0.2539
H -2.4850 -1.9632 3.7665 0.3340
H -2.3616 -0.5943 2.5763 0.1386
H -1.2388 -0.6473 3.9906 0.1282
C 1.1856 -3.6584 3.1822 -1.0216
C 1.7785 -2.3175 3.1134 0.4155
C 3.0827 -1.8973 3.3970 -1.1332
C 3.0520 -0.4750 3.4705 -0.4891
C 1.7380 -0.0688 3.2020 0.4599
C 1.2540 1.3057 3.4221 -1.3242
N 0.9899 -1.1952 2.8428 0.1518
H 1.4397 -4.1215 4.1425 0.3982
H 1.6487 -4.2807 2.4139 0.3368
H 0.0808 -3.6839 3.0978 0.2187
H 3.9526 -2.5375 3.4843 0.4070
H 3.8685 0.2055 3.7061 0.4291
H 1.0061 1.4813 4.4774 0.3593
H 2.0950 1.9752 3.2216 0.3848
H 0.4016 1.5914 2.8036 0.0793
```

Entry 3:
This record from OMol25 describes a structure of composition C21H40AlB2BeF4KN5O20S2 in a non-equilibrium geometry. The level of theory is ωB97M-V/def2-TZVPD.

Properties
Net charge: +1
Multiplicity: 1
Lowest unoccupied orbital energy, eV: -7.502
Molar mass, g/mol: 919.41
Gap between HOMO and LUMO, Ha: 0.0315

XYZ file:
```
97
Properties=species:S:1:pos:R:3:mulliken_charge:R:1
N -2.0579 -3.9963 -1.9310 -0.5606
B -0.6598 -4.0524 -1.8253 -0.2221
O 0.0799 -3.9052 -3.0283 -0.4470
B 0.2220 -4.3173 -0.2681 0.8764
O 0.2827 -3.1955 0.7589 0.2836
C 0.0796 -3.7801 2.0530 0.1154
C -1.1145 -3.0733 2.7515 -0.7909
O -2.1923 -3.8862 3.1747 -0.3576
N -3.1265 -4.1553 2.0644 0.3560
O -4.0924 -3.5376 2.1938 -0.3745
C -0.1561 -5.2848 1.7736 -0.1058
C 1.2093 -5.9208 2.0193 -1.6197
C 1.3687 -7.5300 1.5346 1.1250
N 1.5700 -8.3388 2.7095 -0.7297
N 2.5400 -7.5027 0.7892 -0.5262
N 0.2497 -7.9617 0.7398 -0.5070
O -0.5988 -5.3143 0.4315 -0.6133
H -2.5225 -3.9914 -1.0299 0.1994
H -2.5494 -4.6395 -2.5401 0.2446
H 0.9581 -4.3118 -2.9655 0.3348
H 1.3443 -4.8183 -0.5297 -0.3200
H 0.9512 -3.6321 2.6945 0.5246
H -1.4312 -2.3466 2.0040 0.2155
H -0.7788 -2.5167 3.6189 0.2696
H -0.9220 -5.6814 2.4329 0.7593
H 2.0104 -5.3311 1.5859 0.5830
H 1.4034 -5.9829 3.0901 0.4487
H 0.6685 -8.5736 3.1159 0.2885
H 1.9383 -9.2355 2.4016 0.2988
H 2.5898 -6.8133 0.0363 0.3373
H 3.4836 -7.2952 1.2959 0.3974
H -0.6256 -7.8046 1.2373 0.1441
H 0.1810 -7.4760 -0.1483 0.2839
Al 0.8572 -2.2532 -1.3735 0.3296
C -0.5850 2.4075 3.5040 0.6204
F 0.1854 3.4963 3.4116 -0.2026
F -1.2495 2.4485 4.6510 -0.2136
F -1.4710 2.4374 2.4889 -0.2394
S 0.4293 0.8826 3.3895 1.0792
O 1.3384 0.9570 4.4896 -0.5746
O 1.0415 1.0006 2.0622 -0.9168
O -0.5452 -0.2004 3.4112 -0.6146
F 3.9585 -5.9734 1.3391 -0.5899
C 1.1296 3.6462 -3.4158 -1.2314
C 1.3065 3.2976 -1.9493 0.4852
C 2.0528 1.9956 -1.7264 -1.1913
O 0.0220 3.2576 -1.3116 -0.5073
H 0.5403 2.8866 -3.9370 0.3474
H 0.5971 4.5905 -3.4972 0.3101
H 2.0885 3.7411 -3.9255 0.3577
H 1.8572 4.0979 -1.4498 0.3565
H 1.4996 1.1585 -2.1703 0.0932
H 2.1641 1.8117 -0.6574 0.2531
H 3.0431 2.0126 -2.1812 0.3963
H -0.4971 2.5797 -1.7593 0.3294
O 1.7084 8.3167 -2.3637 -0.5622
S 0.5642 7.8945 -3.2226 1.3801
O 0.8722 7.3319 -4.4878 -0.5290
O -0.4169 9.0863 -3.3578 -0.2224
C 0.0488 10.4036 -3.8479 -0.2387
C 0.2492 10.4341 -5.3400 -1.0807
C -0.4670 6.8291 -2.2945 -0.7132
H 0.9567 10.6801 -3.3073 0.2184
H -0.7364 11.0795 -3.5226 0.2849
H 1.0864 9.8066 -5.6440 0.3010
H 0.4523 11.4533 -5.6594 0.4278
H -0.6423 10.0819 -5.8541 0.3039
H -0.6950 7.2892 -1.3349 0.4056
H 0.0792 5.9017 -2.1413 0.0397
H -1.3742 6.6524 -2.8670 0.3626
C -6.0255 -7.0686 0.9086 -0.3083
C -4.8784 -7.1190 1.8310 0.3482
C -3.5366 -7.3697 1.1919 0.7801
O -2.5226 -7.3436 1.8661 -0.6887
C -3.5286 -7.6236 -0.2197 -0.3107
C -4.6620 -7.5793 -1.1489 0.2245
C -5.9996 -7.2268 -0.5363 0.3273
O -6.9975 -7.0863 -1.2038 -0.4724
O -4.5307 -7.7941 -2.3293 -0.5247
O -5.0155 -6.9554 3.0180 -0.5017
H -7.0036 -6.8768 1.3408 0.4865
H -2.5607 -7.8610 -0.6492 0.4432
K -0.1204 -0.2258 0.6789 1.0494
C 3.3071 3.8130 4.1926 0.0678
C 2.6213 4.9827 4.8771 -0.2571
O 3.7331 5.7614 5.3274 -0.3580
C 4.8073 5.4699 4.5555 0.5821
O 5.8311 6.0706 4.5620 -0.5198
O 4.5436 4.3991 3.7696 -0.3581
H 2.7607 3.4261 3.3397 0.0548
H 3.5169 2.9962 4.8834 0.2000
H 2.0332 5.5848 4.1815 0.2707
H 1.9983 4.6951 5.7189 0.2952
Be 1.5247 9.4457 -1.1187 0.1970
O -0.4173 11.3882 -8.0868 -0.6010
H -0.2581 10.6325 -8.6620 0.3090
H -0.3718 12.1477 -8.6771 0.2985
```